Formula: C23H35N3O3
Source: the Open Molecules 2025 dataset
Level of theory: ωB97M-V with the def2-TZVPD basis set

```
64
Properties=species:S:1:pos:R:3:forces:R:3:nbo_charge:R:1
C -0.577968 -3.029148 -1.511290 -0.063 0.202 0.015 -0.605
C -1.160599 -1.640066 -1.274010 -0.199 -0.139 -0.067 -0.407
C -2.435192 -1.656393 -0.412017 0.349 -0.078 -0.024 -0.037
C -2.021656 -2.048911 1.012615 -0.330 -0.175 -0.048 -0.414
C -3.159134 -1.958373 2.018639 0.192 0.174 0.028 -0.399
C -3.701192 -0.539355 1.982703 -0.220 -0.213 -0.163 -0.394
C -4.161928 -0.240186 0.565248 -0.047 0.196 0.287 -0.214
N -3.081516 -0.336738 -0.406638 -0.013 -0.294 0.088 -0.477
C -3.588262 0.091739 -1.707392 -0.164 0.273 -0.221 -0.215
C -3.454337 1.604587 -1.909338 0.210 -0.265 -0.030 -0.406
C -2.002336 2.071215 -1.822941 -0.198 0.237 -0.156 -0.226
N -1.526166 1.998701 -0.463035 -0.177 -0.205 -0.073 -0.638
C -0.845098 2.994800 0.113647 -0.080 -0.206 0.436 0.673
O -0.536286 4.025493 -0.461894 0.221 0.406 -0.093 -0.665
C -0.438570 2.750852 1.564798 0.166 0.049 -0.174 -0.471
C 1.058563 2.431163 1.601042 -0.365 -0.019 0.005 -0.496
C 1.296887 0.995542 1.163313 0.145 0.298 0.146 0.706
O 0.372779 0.221099 1.010167 -0.187 -0.064 0.050 -0.647
N 2.591953 0.607751 0.986448 0.192 -0.212 0.002 -0.452
C 3.740484 1.486974 0.967926 0.217 0.142 -0.332 -0.240
C 4.273794 1.547350 -0.469700 -0.040 0.638 0.309 0.093
C 5.455100 2.496303 -0.611876 -0.309 -0.391 -0.016 -0.619
O 4.706026 0.258794 -0.868869 0.086 -0.189 -0.008 -0.487
C 3.978730 -0.800773 -0.412050 -0.170 -0.210 0.031 0.256
C 4.346855 -2.058672 -0.878278 -0.001 0.139 0.036 -0.240
C 3.672070 -3.186519 -0.457044 0.066 0.047 -0.069 -0.202
C 2.627488 -3.070709 0.444964 -0.050 -0.005 0.101 -0.238
C 2.258376 -1.827955 0.922568 0.040 -0.171 0.001 -0.203
C 2.917565 -0.682538 0.493490 0.045 -0.081 -0.152 0.125
H -1.326927 -3.692618 -1.941067 -0.047 -0.125 -0.051 0.197
H 0.259768 -2.963984 -2.202252 0.085 -0.066 -0.040 0.214
H -0.210451 -3.470315 -0.590094 0.061 -0.114 0.073 0.201
H -0.422360 -1.013209 -0.773956 -0.003 0.084 -0.028 0.232
H -1.360222 -1.199464 -2.250544 0.013 0.060 0.002 0.191
H -3.136195 -2.417980 -0.808483 0.013 0.026 0.018 0.160
H -1.221222 -1.377430 1.322268 0.092 -0.015 0.003 0.229
H -1.631179 -3.066207 0.993139 0.087 -0.011 -0.029 0.208
H -2.796859 -2.212675 3.016654 -0.035 -0.065 0.012 0.206
H -3.953889 -2.662675 1.758157 -0.047 -0.043 0.038 0.192
H -2.913652 0.160098 2.267327 0.037 0.098 0.060 0.197
H -4.539660 -0.415556 2.670745 0.004 0.060 0.012 0.208
H -4.560043 0.776657 0.515683 -0.069 -0.059 -0.038 0.201
H -4.984585 -0.934733 0.306547 0.039 0.072 -0.032 0.161
H -3.038148 -0.405122 -2.505457 -0.039 -0.007 0.037 0.200
H -4.647624 -0.194106 -1.826803 0.110 -0.083 0.014 0.177
H -4.040341 2.141066 -1.161912 -0.061 0.078 -0.018 0.202
H -3.853935 1.856288 -2.893341 -0.059 0.032 -0.016 0.212
H -1.908272 3.112818 -2.142706 0.033 -0.190 -0.017 0.235
H -1.374664 1.449813 -2.473504 -0.007 0.072 -0.051 0.183
H -1.717887 1.113790 0.000315 0.113 0.226 0.117 0.450
H -0.623429 3.669285 2.122840 -0.026 -0.023 -0.080 0.231
H -1.009725 1.932640 2.000461 0.010 0.040 0.054 0.222
H 1.565464 3.130319 0.933338 0.078 0.020 0.103 0.237
H 1.455263 2.556927 2.612277 0.091 0.040 -0.062 0.231
H 3.491226 2.482279 1.323045 0.000 -0.054 -0.020 0.228
H 4.516738 1.063182 1.616706 -0.043 0.117 -0.036 0.209
H 3.452457 1.868445 -1.131318 0.092 -0.075 0.127 0.178
H 6.246077 2.212268 0.077562 0.105 -0.008 0.080 0.212
H 5.843163 2.441246 -1.624712 0.057 0.042 -0.087 0.228
H 5.144171 3.515928 -0.404480 -0.024 0.129 0.009 0.216
H 5.167310 -2.119667 -1.575457 0.101 -0.003 -0.088 0.224
H 3.964904 -4.155804 -0.830460 0.033 -0.086 -0.042 0.215
H 2.105623 -3.950706 0.787615 -0.065 -0.079 0.033 0.215
H 1.452668 -1.736816 1.630684 -0.045 0.020 0.035 0.237
```
Forces are in eV/Å.

The HOMO energy is -8.46 eV. Its LUMO energy is 0.743 eV. The molar mass is 401.55 g mol⁻¹. Its SMILES is CC[C@H]1CCCCN1CCCNC(=O)CCC(=O)N1C[C@@H](C)Oc2ccccc21.

Formula: C23H35N3O3
Source: the Open Molecules 2025 dataset
Level of theory: ωB97M-V with the def2-TZVPD basis set

```
64
Properties=species:S:1:pos:R:3:forces:R:3:nbo_charge:R:1
C -1.705644 -3.010166 2.950228 0.001 0.019 -0.005 -0.600
C -1.407981 -1.980394 1.862824 -0.018 -0.025 0.010 -0.060
C -2.116209 -0.668312 2.206374 0.000 -0.006 0.005 -0.618
C 0.110611 -1.771754 1.764307 0.025 0.000 -0.023 -0.389
C 0.509133 -0.936968 0.548298 0.017 -0.030 0.029 -0.326
C 2.020153 -0.835341 0.416020 -0.006 0.034 0.000 0.704
O 2.744146 -1.741592 0.802353 -0.002 -0.021 0.012 -0.645
N 2.511510 0.285969 -0.179579 -0.001 0.024 -0.051 -0.449
C 1.693605 1.377148 -0.704592 -0.010 -0.014 0.043 -0.227
C 1.388741 2.481848 0.311554 0.015 -0.018 -0.005 -0.407
C 2.509755 2.727355 1.323922 0.009 0.025 -0.017 -0.405
C 3.929653 2.724389 0.744368 -0.001 -0.018 0.016 -0.404
C 4.633071 1.355474 0.645107 0.003 -0.005 0.002 -0.054
C 6.061394 1.589231 0.149402 -0.009 0.011 0.005 -0.601
C 4.690119 0.673295 2.013909 -0.008 0.008 -0.013 -0.613
C 3.949642 0.423052 -0.364696 0.005 -0.010 0.027 -0.211
C -0.060660 -1.596767 -0.711395 -0.028 0.015 0.037 -0.209
N -1.507176 -1.698338 -0.593153 0.002 0.081 0.034 -0.423
C -2.255532 -0.768284 -1.242512 0.002 -0.194 -0.129 0.662
O -1.747681 0.068470 -1.984146 0.013 0.010 0.009 -0.644
C -3.743005 -0.821820 -1.176943 -0.049 0.148 0.082 -0.061
N -4.550839 -1.126671 -0.080399 0.021 -0.108 -0.065 -0.459
C -5.745678 -0.949052 -0.508026 -0.021 0.003 0.033 0.321
O -5.828026 -0.553955 -1.796276 0.022 0.050 -0.013 -0.410
C -4.533979 -0.456765 -2.217953 0.024 0.021 0.006 0.330
C -4.263973 0.005815 -3.582117 -0.006 0.018 -0.012 -0.287
C -5.388742 0.443107 -4.478779 -0.003 -0.025 -0.015 -0.407
C -4.454125 1.466456 -3.909254 -0.042 -0.016 -0.003 -0.386
C -1.929324 -2.533730 0.523936 0.042 0.034 -0.005 -0.218
H -1.218634 -3.963572 2.733989 0.002 0.000 -0.005 0.209
H -1.341959 -2.660424 3.918626 -0.004 -0.001 -0.001 0.213
H -2.780545 -3.185496 3.036841 0.001 0.000 0.003 0.209
H -1.993092 0.088503 1.429038 0.004 -0.004 -0.003 0.206
H -3.187116 -0.829879 2.330676 -0.003 0.003 0.004 0.226
H -1.712430 -0.260227 3.136005 -0.008 0.006 0.000 0.208
H 0.475542 -1.299282 2.681134 -0.007 -0.004 0.006 0.213
H 0.614776 -2.739082 1.691315 0.000 0.004 -0.002 0.226
H 0.076620 0.060137 0.633731 -0.011 0.008 -0.020 0.217
H 2.261009 1.798212 -1.535760 -0.002 0.010 -0.004 0.201
H 0.767602 0.997374 -1.135783 0.005 -0.010 -0.011 0.232
H 1.185447 3.398381 -0.249232 -0.004 -0.001 -0.005 0.207
H 0.468304 2.247994 0.853538 0.000 0.006 0.007 0.203
H 2.321670 3.692069 1.800572 0.009 -0.005 0.008 0.212
H 2.447130 1.987132 2.122954 -0.013 -0.007 0.005 0.204
H 3.927852 3.200671 -0.243818 0.001 -0.001 -0.007 0.198
H 4.564490 3.352803 1.376282 -0.006 0.007 -0.001 0.211
H 6.583832 0.641614 0.001351 0.000 -0.001 0.000 0.211
H 6.064912 2.131414 -0.799516 0.005 -0.002 0.000 0.205
H 6.628854 2.175036 0.875334 0.001 0.002 -0.004 0.211
H 5.348518 -0.195940 1.973161 -0.006 -0.007 0.000 0.217
H 5.073950 1.361129 2.771674 0.003 0.002 -0.001 0.203
H 3.713455 0.313903 2.335943 0.007 -0.003 0.011 0.216
H 4.390420 -0.570500 -0.293057 0.005 0.006 -0.013 0.238
H 4.118990 0.803468 -1.376907 0.001 -0.006 -0.009 0.189
H 0.176107 -1.040740 -1.613476 0.008 -0.004 -0.002 0.241
H 0.349549 -2.606939 -0.799170 -0.001 -0.007 0.007 0.205
H -6.673024 -1.068743 0.026405 0.006 -0.001 0.000 0.196
H -3.410345 -0.471819 -4.041024 0.022 0.027 0.025 0.250
H -5.304845 0.196201 -5.527474 0.009 0.001 0.003 0.220
H -6.392588 0.396830 -4.082014 0.004 0.008 0.011 0.224
H -4.824006 2.102303 -3.116674 -0.007 -0.012 0.002 0.216
H -3.717701 1.923205 -4.554028 -0.003 -0.008 -0.008 0.222
H -1.505003 -3.530591 0.363258 -0.011 -0.010 0.002 0.194
H -3.010727 -2.616875 0.543310 0.000 -0.007 0.008 0.244
```
Forces are in eV/Å.

The HOMO energy is -8.83 eV. Its LUMO energy is 0.771 eV. The molar mass is 401.55 g mol⁻¹. Its SMILES is CC1(C)C[C@@H](C(=O)N2CCCCC(C)(C)C2)CN(C(=O)c2ncoc2C2CC2)C1.

Sequential E_tot output: -1287.459283, -1287.432679 Eh
Sequential ΔE to the lowest compared entry with this formula, charge and spin output: 0.2442, 0.9682 eV